Arrangement w

ORCA calculation (ωB97M-V/def2-TZVPD) on 2 unconnected molecules or ions with the total composition C3H8O2.

Structure (ORCA input):
```
! wB97M-V def2-TZVPD RIJCOSX def2/J DEFGRID3
* xyz 0 1
C 1.577 0.370 -1.131
O 1.257 1.372 -0.199
H 2.695 0.525 -1.469
H 1.636 -0.671 -0.814
H 1.029 0.301 -2.056
H 1.912 1.553 0.501
C -1.698 -1.058 0.072
C -1.693 -0.279 1.207
O -0.620 0.432 1.589
H -2.353 -1.931 0.229
H -0.825 -1.227 -0.571
H -2.537 -0.312 1.872
H -0.381 0.924 0.770
*
```

The structure (SMILES) is C=CO.CO. Its HOMO energy is -8.749 eV. For the orbital gap, the calculation gives 9.5 eV. The LUMO energy is 0.795 eV.

=====

Arrangement x

ORCA calculation (ωB97M-V/def2-TZVPD) on a single C3H8O2 molecule.

Structure (ORCA input):
```
! wB97M-V def2-TZVPD RIJCOSX def2/J DEFGRID3
* xyz 0 1
C -1.600 0.242 0.304
C -0.313 -0.445 -0.122
O -0.260 -0.449 -1.533
C 0.926 0.261 0.410
O 2.049 -0.407 -0.153
H -1.524 1.329 0.187
H -1.846 0.014 1.346
H -2.418 -0.105 -0.333
H -0.300 -1.480 0.260
H 0.653 -0.700 -1.743
H 0.895 1.311 0.086
H 0.956 0.230 1.508
H 2.780 0.217 -0.222
*
```

The structure (SMILES) is C[C@@H](O)CO. Its HOMO energy is -10.129 eV. For the orbital gap, the calculation gives 10.9 eV. The LUMO energy is 0.810 eV.

=====

Arrangement y

ORCA calculation (ωB97M-V/def2-TZVPD) on a single C3H8O2 molecule.

Structure (ORCA input):
```
! wB97M-V def2-TZVPD RIJCOSX def2/J DEFGRID3
* xyz 0 1
C -1.159 0.297 0.414
C 0.604 0.217 0.590
C 1.285 -0.562 -0.522
O -1.383 1.397 -0.343
O -1.596 -0.900 -0.086
H -2.113 -0.734 -0.887
H -0.282 1.254 -0.497
H -1.518 0.421 1.444
H 1.084 1.190 0.759
H 0.694 -0.306 1.543
H 1.268 0.007 -1.453
H 0.787 -1.517 -0.686
H 2.328 -0.762 -0.275
*
```

The structure (SMILES) is CCC(O)O. Its HOMO energy is -9.650 eV. For the orbital gap, the calculation gives 10.5 eV. The LUMO energy is 0.864 eV.

=====

Looking at the structures above, which would you pick as the most stable? I would pick arrangement x.